[1]
Computed, not measured: a cluster of 6 separate species, C17H33Cl2N3O9 in total at a distorted geometry, with ωB97M-V with the def2-TZVPD basis set.

Calculated values
- SMILES: O=C1OCCO1.O=C1OCCO1.CNC(C)=O.CNC(C)=O.CNC(C)=O.ClCCCl
- Largest force on an atom: 0.1015 hartree/bohr
- HOMO-LUMO gap: 9.7028 eV
- DFT total energy: -66105.4029 eV

```
! wB97M-V def2-TZVPD RIJCOSX def2/J DEFGRID3
* xyz 0 1
O -0.308 7.898 16.891
C -1.132 8.153 15.981
O -0.966 7.891 14.651
C -2.195 7.872 13.925
C -3.157 8.297 14.929
O -2.389 8.608 16.099
H -2.058 8.576 13.104
H -2.527 6.945 13.457
H -3.709 7.388 15.168
H -3.818 9.129 14.685
O -5.356 14.718 3.071
C -5.696 13.794 2.451
O -4.894 13.179 1.553
C -5.456 11.991 1.128
C -6.824 12.050 1.707
O -6.852 13.160 2.511
H -5.299 11.788 0.069
H -5.019 11.151 1.669
H -6.981 11.203 2.374
H -7.642 12.154 0.994
C 4.034 18.778 9.350
N 5.099 17.901 9.077
C 5.686 17.853 7.889
C 6.888 16.844 7.663
O 5.327 18.545 6.913
H 3.157 18.462 8.785
H 4.409 19.775 9.117
H 3.827 18.611 10.407
H 5.390 17.215 9.759
H 6.766 16.245 6.760
H 7.006 16.077 8.429
H 7.816 17.378 7.459
C 5.621 16.756 -0.346
N 5.636 17.519 -1.585
C 6.643 17.546 -2.422
C 6.324 18.374 -3.649
O 7.785 17.164 -2.079
H 4.595 16.722 0.020
H 6.237 17.364 0.317
H 6.133 15.795 -0.300
H 4.774 17.929 -1.917
H 5.460 19.016 -3.823
H 6.299 17.547 -4.358
H 7.203 18.988 -3.843
C -3.431 17.704 12.388
N -4.064 18.184 11.100
C -4.070 19.491 10.838
C -4.945 20.005 9.615
O -3.366 20.237 11.454
H -3.734 16.696 12.669
H -3.619 18.306 13.277
H -2.344 17.654 12.318
H -4.588 17.494 10.582
H -4.506 20.826 9.049
H -5.867 20.362 10.073
H -5.102 19.231 8.864
Cl -1.382 12.768 8.850
C -0.784 13.909 7.557
C 0.455 13.300 6.812
Cl 0.647 14.079 5.295
H -0.614 14.916 7.937
H -1.550 14.077 6.801
H 0.348 12.232 6.624
H 1.359 13.574 7.355
*
```

---

[2]
Computed, not measured: a structure of composition C17H33GaIN2O2 at a distorted geometry, with ωB97M-V with the def2-TZVPD basis set.

Calculated values
- Largest force on an atom: 0.1568 hartree/bohr
- HOMO-LUMO gap: 6.5862 eV
- DFT total energy: -85713.7894 eV

```
! wB97M-V def2-TZVPD RIJCOSX def2/J DEFGRID3
* xyz -1 1
C -5.354 1.190 2.705
C -3.768 0.718 2.645
Ga -3.532 -0.204 0.764
C -2.969 1.190 -0.692
I -5.699 -1.503 0.022
C -1.872 -1.480 1.015
C -0.442 -0.617 0.945
C 0.760 -1.728 1.049
C 2.280 -1.118 0.973
O 2.435 0.245 1.501
C 2.746 0.262 2.939
C 2.065 1.473 3.870
O 3.564 -0.569 3.590
H -6.061 0.345 3.116
H -5.636 1.483 1.582
H -5.383 2.190 3.311
H -3.006 1.608 2.673
H -3.461 -0.009 3.528
H -1.890 1.549 -0.393
H -2.922 0.592 -1.701
H -3.782 2.037 -0.669
H -1.824 -2.279 0.151
H -1.922 -2.064 2.040
H -0.348 0.166 1.810
H -0.443 -0.125 -0.140
H 0.645 -2.451 0.107
H 0.544 -2.390 2.004
H 3.006 -1.916 1.427
H 2.553 -1.055 -0.187
H 2.022 1.174 5.022
H 1.033 1.841 3.452
H 2.821 2.392 3.813
C 0.489 5.936 -2.131
C 1.078 4.625 -1.626
C 0.026 3.543 -1.390
C -0.911 3.898 -0.314
N -1.653 4.181 0.530
H -0.192 6.379 -1.397
H 1.287 6.659 -2.322
H -0.063 5.784 -3.065
H 1.640 4.815 -0.703
H 1.798 4.259 -2.368
H 0.534 2.609 -1.124
H -0.527 3.350 -2.317
C 3.770 -4.109 -2.584
C 2.926 -5.377 -2.557
C 1.662 -5.278 -3.411
C 0.723 -4.267 -2.904
N -0.015 -3.466 -2.508
H 3.227 -3.256 -2.162
H 4.680 -4.249 -1.992
H 4.066 -3.857 -3.607
H 2.664 -5.612 -1.518
H 3.537 -6.208 -2.929
H 1.164 -6.254 -3.417
H 1.930 -5.052 -4.449
*
```

---

[3]
Computed, not measured: a structure of composition C17H34Cl6CuN4O3 at a distorted geometry, with ωB97M-V with the def2-TZVPD basis set.

Calculated values
- Energy above the lowest of the compared OMol25 structures with the same formula, charge and spin: 16.5 kcal per mole
- <S²>: 0.755
- Largest force on an atom: 0.0464 hartree/bohr
- HOMO-LUMO gap (spin up / spin down): 5.2764 / 4.3600 eV
- DFT total energy: -150038.4105 eV

```
! wB97M-V def2-TZVPD RIJCOSX def2/J DEFGRID3
* xyz 2 2
C -4.997 0.849 -4.932
C -4.856 -0.328 -3.942
N -3.522 -0.958 -4.110
C -3.256 -2.045 -4.905
C -2.009 -2.468 -4.662
N -1.468 -1.607 -3.712
C -2.429 -0.707 -3.398
C -0.140 -1.742 -3.151
H -4.159 1.525 -4.800
H -5.990 1.260 -4.745
H -5.080 0.522 -5.969
H -5.583 -1.128 -4.045
H -4.930 0.133 -2.960
H -4.048 -2.391 -5.548
H -1.462 -3.306 -5.057
H -2.324 -0.122 -2.500
H 0.359 -2.579 -3.633
H -0.163 -1.926 -2.077
H 0.430 -0.834 -3.340
Cu -2.918 -2.231 1.046
C 0.179 0.871 -0.412
C -1.116 0.615 0.311
O -1.749 -0.581 0.256
H 0.567 1.832 -0.087
H 0.015 0.850 -1.489
H 0.816 0.016 -0.168
H -1.774 1.498 0.208
H -0.961 0.733 1.413
Cl 0.615 3.517 2.352
C 1.248 4.849 3.349
C 0.784 4.764 4.800
Cl 1.710 5.963 5.744
H 1.020 5.801 2.877
H 2.333 4.769 3.347
H 1.025 3.753 5.129
H -0.297 4.844 4.885
C 1.090 -4.221 2.795
O 0.534 -3.329 3.405
N 1.448 -4.078 1.496
C 1.546 -5.299 0.651
C 1.099 -2.921 0.744
H 1.216 -5.236 3.201
H 1.623 -6.164 1.304
H 2.469 -5.227 0.078
H 0.674 -5.353 -0.001
H 1.660 -2.821 -0.186
H 0.009 -2.956 0.584
H 1.274 -1.964 1.242
C 0.980 0.246 3.065
O 0.104 -0.350 3.662
N 2.215 0.406 3.576
C 3.315 0.894 2.694
C 2.718 -0.168 4.816
H 0.883 0.712 2.071
H 4.009 0.064 2.600
H 3.752 1.775 3.162
H 2.927 1.225 1.730
H 3.800 -0.081 4.857
H 2.404 0.484 5.637
H 2.343 -1.175 4.984
C 2.027 4.292 -2.831
Cl 0.846 4.162 -4.201
Cl 2.321 2.692 -2.160
Cl 3.505 5.048 -3.434
Cl 1.337 5.332 -1.619
*
```

---

[4]
Computed, not measured: a structure of composition C17H34HgO2P2 at a distorted geometry, with ωB97M-V with the def2-TZVPD basis set.

Calculated values
- Energy above the lowest of the compared OMol25 structures with the same formula, charge and spin: 0.0 kcal per mole
- Largest force on an atom: 0.0764 hartree/bohr
- HOMO-LUMO gap: 5.0141 eV
- DFT total energy: -45021.2558 eV

```
! wB97M-V def2-TZVPD RIJCOSX def2/J DEFGRID3
* xyz 0 1
P 0.324 -2.056 1.023
P 0.013 1.728 1.235
C -0.050 -0.783 -0.244
C 0.583 0.622 -0.107
H -1.139 -0.715 -0.401
H 0.371 -1.262 -1.127
H 1.684 0.560 -0.117
H 0.271 1.210 -0.967
C -1.664 2.339 0.912
H -1.857 3.178 1.601
H -2.400 1.546 1.125
H -1.779 2.689 -0.126
C 1.217 3.025 1.576
H 1.265 3.754 0.750
H 2.215 2.583 1.729
H 0.912 3.547 2.497
C -0.901 -3.371 1.055
H -0.656 -4.056 1.882
H -0.899 -3.930 0.108
H -1.904 -2.956 1.238
C 2.031 -2.600 0.825
H 2.721 -1.744 0.888
H 2.174 -3.111 -0.139
H 2.272 -3.301 1.638
Hg -0.084 -0.273 2.681
C 0.648 1.425 -3.057
C -0.691 1.462 -2.868
C -1.658 0.769 -3.784
C -1.254 -0.673 -4.211
C -0.523 -1.482 -3.177
C 0.822 -1.569 -3.079
C 1.772 -0.758 -3.915
C 1.347 0.714 -4.183
C 0.338 -1.463 4.418
H 1.334 2.039 -2.457
H -1.153 2.158 -2.156
H -1.799 1.373 -4.700
H -2.644 0.732 -3.295
H -2.189 -1.209 -4.444
H -0.679 -0.616 -5.146
H -1.178 -2.099 -2.553
H 1.299 -2.369 -2.494
H 1.930 -1.254 -4.890
H 2.757 -0.759 -3.421
H 2.274 1.276 -4.379
H 0.756 0.751 -5.109
H 0.909 -0.816 5.091
H 0.928 -2.349 4.131
H -0.610 -1.772 4.884
C -0.452 1.813 5.607
O -1.757 1.325 5.045
C -1.844 0.615 3.934
O -2.893 0.296 3.409
H -0.759 2.515 6.394
H 0.137 2.328 4.835
H 0.114 0.976 6.034
*
```